No. 1
C18H29F5InO10S | ωB97M-V/def2-TZVPD

The geometry in XYZ format:
```
64
C18H29F5InO10S, DFT ωB97M-V/def2-TZVPD
C 2.2588 2.9097 1.1991
C 3.4087 1.8995 0.7567
O 4.5934 2.3025 0.9230
O 3.2241 0.6027 0.2394
C 1.8629 0.1120 0.4154
C 1.6653 -1.3240 -0.2461
C 0.3837 -2.1334 0.2697
C -0.9278 -1.2431 0.5247
C -1.4074 -1.5032 2.0416
C -2.1200 -0.2432 2.7345
C -3.6632 -0.0651 2.3541
C -3.9327 0.3110 0.8086
In -5.6052 1.8654 0.7204
C -4.8900 3.9046 1.5027
F -3.4621 4.0229 1.3865
F -5.5517 4.9654 0.7764
F -5.1915 4.0348 2.8888
S -7.6174 1.1690 2.1196
C -8.6137 -0.1638 1.2597
O -7.2088 0.7692 3.5350
O -8.5890 2.3482 2.2676
H 1.3185 2.8185 0.5390
H 1.9298 2.5822 2.2517
H 2.5717 4.0028 1.1713
H 1.5665 0.1769 1.5135
H 1.1756 0.8331 -0.1687
H 1.7031 -1.2596 -1.3902
H 2.5877 -1.9512 0.0536
H 0.7056 -2.7781 1.1521
H 0.1146 -2.8746 -0.5705
H -0.8279 -0.1461 0.2463
H -1.7690 -1.6632 -0.1416
H -0.5700 -1.9534 2.6933
H -2.2119 -2.3297 1.9917
H -1.5883 0.7362 2.4563
H -2.0526 -0.3389 3.8832
H -4.1636 0.7610 2.9839
H -4.2947 -1.0083 2.5666
H -4.2274 -0.5772 0.1550
H -2.9881 0.7983 0.3742
H -6.2079 2.0354 -0.9870
H -9.5365 -0.4476 1.8845
H -7.9697 -1.0731 0.9999
H -8.9868 0.2907 0.2721
C 5.4514 -4.5822 -1.4479
C 5.3167 -3.5996 -2.5682
O 3.9600 -3.7240 -2.9439
C 3.3012 -4.0989 -1.8116
O 2.1171 -4.0396 -1.6736
O 4.1620 -4.5420 -0.8520
F 6.0912 -3.9536 -3.6226
H 5.6573 -5.5969 -1.8000
H 6.2235 -4.2956 -0.7327
H 5.5265 -2.5637 -2.2863
C 4.4012 2.2338 -2.3790
C 5.6081 1.6934 -3.0775
O 5.0987 1.2848 -4.3312
C 4.0400 2.1078 -4.5804
O 3.5318 2.2409 -5.6532
O 3.6385 2.7648 -3.4569
F 6.0976 0.6044 -2.4350
H 3.8232 1.4562 -1.8738
H 4.6517 3.0101 -1.6553
H 6.4075 2.4250 -3.2264
```

Summary:
2S+1	1
HOMO level	-5.4885	eV
DFT total energy	-69205.355	eV
lowest unoccupied orbital energy	1.749	eV
charge	-1
maximum force	4.70	eV/A

---

No. 2
C27H47N6PtSeSi4Te | ωB97M-V/def2-TZVPD

The geometry in XYZ format:
```
87
C27H47N6PtSeSi4Te, DFT ωB97M-V/def2-TZVPD
Pt 1.1982 1.0530 0.0114
Se 3.0477 8.5995 -0.4622
N 3.0736 7.4199 0.8578
C 2.7969 6.2570 0.3301
C 2.7260 5.0177 1.0994
C 2.8991 4.9794 2.4826
C 2.8202 3.7700 3.1347
C 2.5714 2.6238 2.3889
N 2.3934 2.6527 1.0748
C 2.4583 3.8285 0.4250
C 2.2092 3.8178 -1.0260
N 1.9302 2.6329 -1.5854
C 1.6620 2.5765 -2.8812
C 1.6527 3.7049 -3.6951
C 1.9438 4.9274 -3.1331
C 2.2376 4.9943 -1.7715
C 2.5563 6.2456 -1.0908
N 2.6414 7.3989 -1.6985
H 3.0935 5.9031 3.0120
H 2.9417 3.6987 4.2064
H 2.5147 1.6495 2.8565
H 1.4452 1.5945 -3.2832
H 1.4152 3.6109 -4.7456
H 1.9515 5.8389 -3.7164
C 4.0912 -3.9122 -2.0673
C 4.3607 -3.5546 -0.6086
N 4.2740 -2.1199 -0.3186
C 5.5238 -1.3627 -0.2892
C 5.9867 -0.8609 -1.6535
C 3.0829 -1.5015 -0.1620
C 1.8674 -2.3536 0.0267
N 2.9510 -0.2091 -0.1326
H 4.0560 -4.9960 -2.1826
H 4.8730 -3.5282 -2.7220
H 3.1392 -3.5028 -2.4076
H 5.3674 -3.8698 -0.3365
H 3.6793 -4.0988 0.0429
H 6.2825 -2.0097 0.1507
H 5.4034 -0.5271 0.4007
H 6.1779 -1.6908 -2.3329
H 6.9136 -0.2958 -1.5471
H 5.2372 -0.2127 -2.1121
H 2.0018 -2.9931 0.9003
H 1.6766 -2.9879 -0.8383
H 1.0100 -1.7058 0.1879
H 3.8074 0.3051 -0.2811
C -6.3153 -0.6885 -0.4684
Si -4.6872 0.2336 -0.5369
C -4.9040 1.9129 0.2605
C -4.1467 0.4710 -2.3144
Si -3.0110 -0.9936 0.5791
Te -1.2176 0.8570 0.5625
Si -3.3669 -1.2431 2.8924
C -4.9426 -2.2260 3.1389
C -3.5324 0.4353 3.7012
C -1.9161 -2.1482 3.6542
Si -2.4997 -3.0095 -0.4998
C -1.8794 -2.7329 -2.2436
C -1.2904 -4.0804 0.4471
C -4.1241 -3.9477 -0.5603
H -7.0929 -0.1096 -0.9743
H -6.6369 -0.8498 0.5634
H -6.2534 -1.6634 -0.9567
H -5.6667 2.4796 -0.2808
H -3.9764 2.4891 0.2409
H -5.2241 1.8287 1.3016
H -4.8255 1.1569 -2.8289
H -4.1419 -0.4724 -2.8654
H -3.1391 0.8939 -2.3615
H -5.7995 -1.7243 2.6829
H -5.1527 -2.3449 4.2055
H -4.8664 -3.2244 2.7008
H -4.3956 0.9830 3.3157
H -2.6441 1.0467 3.5269
H -3.6608 0.3205 4.7812
H -1.8500 -3.1782 3.2978
H -2.0223 -2.1758 4.7423
H -0.9723 -1.6474 3.4193
H -1.0012 -2.0815 -2.2697
H -2.6526 -2.2726 -2.8625
H -1.6111 -3.6904 -2.6987
H -0.3589 -3.5677 0.6737
H -1.0595 -4.9723 -0.1426
H -1.7270 -4.4099 1.3923
H -4.8951 -3.4023 -1.1087
H -4.5061 -4.1488 0.4438
H -3.9774 -4.9103 -1.0590
```

Summary:
2S+1	3
HOMO level (alpha / beta)	-9.7911 / -9.8829	eV
DFT total energy	-145097.189	eV
lowest unoccupied orbital energy (alpha / beta)	-3.089 / -3.586	eV
charge	+1
maximum force	0.39	eV/A

---

No. 3
C3H3O4 | ωB97M-V/def2-TZVPD

The geometry in XYZ format:
```
10
C3H3O4, DFT ωB97M-V/def2-TZVPD
C -2.5085 1.5523 -0.2014
C -1.7032 -0.1677 0.0959
C -0.1973 -0.0622 -0.0264
O -3.4178 1.4890 -0.9828
O -1.9013 2.3640 0.4489
O -2.2855 -1.3694 -0.3041
O -2.1910 -1.0358 1.0716
H 0.0460 0.1441 -1.0659
H 0.3241 -0.9698 0.2949
H 0.1256 0.7787 0.5845
```

Summary:
2S+1	1
HOMO level	-3.7246	eV
DFT total energy	-11347.361	eV
lowest unoccupied orbital energy	4.254	eV
charge	-1
maximum force	3.49	eV/A

---

No. 4
C24H20CoN5O4 | ωB97M-V/def2-TZVPD

The geometry in XYZ format:
```
54
C24H20CoN5O4, DFT ωB97M-V/def2-TZVPD
Co 0.0788 -0.8709 -0.9133
O -3.7924 -0.1481 0.0645
C -2.7044 -0.5310 -0.2924
N -1.6553 0.1336 -0.8416
C -1.7836 1.1306 -1.7568
O -2.5636 2.0481 -1.8362
C -0.8130 0.8468 -2.9082
C -0.8107 1.6393 -4.0408
C -0.0134 1.2737 -5.1135
C 0.7476 0.1176 -5.0241
C 0.7035 -0.6187 -3.8533
N -0.0525 -0.2601 -2.8138
C -2.4003 -2.0325 -0.3365
C -3.3425 -2.9497 0.0913
C -3.0867 -4.3011 -0.0752
C -1.9014 -4.6922 -0.6805
C -1.0030 -3.7165 -1.0745
N -1.2389 -2.4148 -0.8984
H -1.4505 2.5107 -4.0553
H 0.0066 1.8743 -6.0131
H 1.3682 -0.2152 -5.8435
H 1.2910 -1.5205 -3.7361
H -4.2585 -2.5752 0.5266
H -3.8060 -5.0409 0.2501
H -1.6698 -5.7341 -0.8488
H -0.0623 -3.9787 -1.5421
O 0.9710 0.4080 5.6946
C 0.1695 -0.6856 5.3080
C 0.2572 -0.8481 3.8178
C -0.1260 -2.0323 3.2039
C -0.0850 -2.1234 1.8284
N 0.3289 -1.1204 1.0487
C 0.7472 0.0136 1.6403
C 0.7150 0.1837 3.0124
C 1.2944 1.0291 0.7158
C 1.7503 2.2663 1.1310
C 2.3187 3.1331 0.2075
C 2.8307 4.4847 0.6456
O 2.1670 4.9807 1.7846
C 2.4235 2.7043 -1.1079
C 1.9233 1.4653 -1.4547
N 1.3545 0.6421 -0.5721
H 0.8732 0.5579 6.6395
H -0.8834 -0.5188 5.5663
H 0.4873 -1.6157 5.7903
H -0.4577 -2.8835 3.7834
H -0.3844 -3.0340 1.3318
H 1.0551 1.0964 3.4744
H 1.6625 2.5824 2.1592
H 2.7929 5.1846 -0.1937
H 3.8806 4.3778 0.9277
H 1.3050 5.3263 1.5296
H 2.8708 3.3305 -1.8685
H 1.9711 1.1208 -2.4787
```

Summary:
2S+1	2
HOMO level (alpha / beta)	-11.1246 / -11.4835	eV
DFT total energy	-78476.485	eV
lowest unoccupied orbital energy (alpha / beta)	-3.360 / -3.505	eV
charge	+1
maximum force	0.46	eV/A

---

No. 5
C9H14GdN2P | ωB97M-V/def2-TZVPD

The geometry in XYZ format:
```
27
C9H14GdN2P, DFT ωB97M-V/def2-TZVPD
C -1.3286 -0.0245 -2.5639
C -1.5397 1.2289 -3.2039
C -0.3712 2.0282 -3.0205
C 0.5670 1.2807 -2.2474
C -0.0045 0.0187 -1.9471
Gd -1.9291 -1.9909 0.6166
P -0.0631 -3.7385 -0.4591
H -2.0181 -0.8732 -2.5307
H -2.4431 1.5373 -3.7319
H -0.2141 3.0316 -3.4085
H 0.4804 -0.8013 -1.4128
H 1.5500 1.6222 -1.9322
H 1.2466 -3.3730 -0.9445
H -0.4877 -4.5389 -1.5848
H 0.3430 -4.8271 0.4005
C 1.1627 2.2829 2.7655
N 0.5983 1.0286 2.2888
C 0.7057 -0.2025 2.9299
C -0.0286 -1.0964 2.2263
N -0.6310 -0.3994 1.1497
C -0.1973 0.8736 1.2213
H 0.4712 2.7885 3.4586
H 2.1036 2.0631 3.2814
H 1.3561 2.9384 1.9101
H 1.2915 -0.3401 3.8274
H -0.1626 -2.1725 2.3875
H -0.4574 1.6558 0.5236
```

Summary:
2S+1	8
HOMO level (alpha / beta)	-5.2553 / -5.4868	eV
DFT total energy	-42654.993	eV
lowest unoccupied orbital energy (alpha / beta)	0.005 / -0.500	eV
maximum force	3.75	eV/A

---

No. 6
C4H10NO | ωB97M-V/def2-TZVPD

The geometry in XYZ format:
```
16
C4H10NO, DFT ωB97M-V/def2-TZVPD
C -2.3493 -0.8272 -0.0556
C -1.6373 0.2102 0.4240
C 2.0736 -0.4098 -0.1176
C -0.3431 0.6044 -0.2058
N 0.8040 -0.0369 0.5473
O -0.2162 1.9192 -0.2209
H -3.3025 -1.1151 0.1979
H -1.9029 -1.4244 -0.9089
H -1.9739 0.9752 1.1708
H 2.4436 0.5439 -0.4822
H 2.5794 -1.0792 0.5444
H 1.9057 -1.0500 -1.0723
H 0.0211 0.0241 -1.5754
H 0.3228 -0.9892 0.8980
H 0.9044 0.5621 1.3920
H 0.6706 2.0928 -0.5356
```

Summary:
2S+1	3
HOMO level (alpha / beta)	-10.4632 / -15.4077	eV
DFT total energy	-7833.540	eV
lowest unoccupied orbital energy (alpha / beta)	-3.488 / -7.060	eV
charge	+1
maximum force	8.92	eV/A

---

No. 7
C47H40N4OsP2Te | ωB97M-V/def2-TZVPD

The geometry in XYZ format:
```
95
C47H40N4OsP2Te, DFT ωB97M-V/def2-TZVPD
Os 0.5072 0.3415 0.0493
N -1.1483 -2.4619 0.2164
P 0.3492 -1.8810 -0.3718
C 0.3640 -2.4073 -2.0899
C 0.0091 -3.7432 -2.3384
C 0.0709 -4.2469 -3.6236
C 0.4967 -3.4347 -4.6691
C 0.8645 -2.1215 -4.4260
C 0.8051 -1.6118 -3.1365
C 1.5791 -2.9205 0.4151
C 1.3201 -3.8224 1.4492
C 2.3326 -4.6406 1.9239
C 3.6073 -4.5596 1.3758
C 3.8754 -3.6560 0.3565
C 2.8660 -2.8408 -0.1273
P -2.5567 -2.3681 -0.6979
C -3.3747 -3.9337 -0.8034
C -4.0365 -4.4347 0.3266
C -4.6629 -5.6651 0.2518
C -4.6467 -6.3786 -0.9419
C -4.0099 -5.8731 -2.0645
C -3.3632 -4.6486 -2.0040
C -3.6247 -1.0869 -0.1695
C -4.9505 -1.1225 -0.6333
C -5.8360 -0.1282 -0.2561
C -5.4020 0.9161 0.5471
C -4.0814 0.9771 0.9864
C -3.1916 -0.0095 0.6229
H -1.1409 -3.1934 0.9194
H -0.3008 -4.3958 -1.5308
H -0.1977 -5.2760 -3.8133
H 0.5580 -3.8361 -5.6698
H 1.2089 -1.4954 -5.2362
H 1.1425 -0.6034 -2.9600
H 0.3465 -3.9023 1.9170
H 2.1262 -5.3472 2.7146
H 4.3903 -5.2100 1.7379
H 4.8646 -3.6028 -0.0745
H 3.0767 -2.1623 -0.9471
H -4.0789 -3.8646 1.2466
H -5.1812 -6.0630 1.1140
H -5.1440 -7.3385 -0.9937
H -4.0208 -6.4312 -2.9899
H -2.8639 -4.2520 -2.8767
H -5.2838 -1.9327 -1.2679
H -6.8624 -0.1659 -0.5891
H -6.0973 1.6903 0.8370
H -3.7690 1.7932 1.6233
H -2.1612 0.0082 0.9932
C 2.4941 -0.2836 4.0154
C 2.0881 -0.5015 2.7103
N 1.3880 0.4064 2.0156
C 1.1291 1.5968 2.6105
C 1.4885 1.8885 3.9151
C 2.1616 0.9033 4.6382
C 1.0249 3.1207 4.5989
C 1.6119 4.2948 4.8169
C 2.9854 4.7273 4.5375
C 3.4370 5.9350 5.0912
C 4.7749 6.2517 4.8565
N 5.4435 5.3937 4.1385
C 5.0630 4.2656 3.5960
N 3.7995 3.9625 3.8186
H 3.0387 -1.0558 4.5389
H 2.3119 -1.4252 2.2072
H 0.5496 2.3117 2.0305
H 2.4244 1.0713 5.6737
H 0.0452 3.0140 5.0578
H 1.0396 5.0238 5.3753
H 2.8080 6.5856 5.6820
H 5.2817 7.1359 5.2298
H 5.7405 3.6513 3.0203
Te -1.0078 1.2749 -2.0142
C -1.2784 3.2174 -1.2957
C -0.3883 3.8186 -0.4116
C -0.5825 5.1383 -0.0433
C -1.6550 5.8534 -0.5637
C -2.5341 5.2535 -1.4507
C -2.3547 3.9262 -1.8212
C 0.6331 1.6760 -3.2668
C 0.3948 1.8102 -4.6288
C 1.4652 2.0531 -5.4802
C 2.7523 2.1522 -4.9746
C 2.9840 2.0158 -3.6109
C 1.9224 1.7775 -2.7544
H 0.4840 3.2785 -0.0461
H 0.1043 5.6204 0.6380
H -1.8003 6.8861 -0.2825
H -3.3617 5.8154 -1.8600
H -3.0512 3.4649 -2.5090
H -0.6061 1.7383 -5.0338
H 1.2891 2.1615 -6.5411
H 3.5791 2.3410 -5.6440
H 3.9879 2.1047 -3.2209
H 2.1209 1.6915 -1.6806
```

Summary:
2S+1	5
HOMO level (alpha / beta)	-17.7828 / -17.9370	eV
DFT total energy	-83645.680	eV
lowest unoccupied orbital energy (alpha / beta)	-10.609 / -13.233	eV
charge	+4
maximum force	0.57	eV/A

---

No. 8
C22H21FN2O4 | ωB97M-V/def2-TZVPD

The geometry in XYZ format:
```
50
C22H21FN2O4, DFT ωB97M-V/def2-TZVPD
O 0.2834 2.2213 -1.2413
C 0.8933 1.4376 -0.5457
N 1.2655 1.6589 0.7216
C 0.8478 2.8176 1.4837
C -0.2021 2.4156 2.5294
C 0.6399 1.9526 3.7135
C 1.7523 2.9994 3.7703
C 2.0301 3.3684 2.3036
C 1.3016 0.0189 -1.0204
C 1.4376 -0.0700 -2.4979
C 0.6884 0.4310 -3.5222
C 1.3223 0.0071 -4.7147
C 2.4027 -0.7216 -4.3273
O 2.4823 -0.7770 -2.9881
N 0.2880 -0.9160 -0.5010
C 0.4314 -1.3768 0.7648
O 1.3722 -1.0360 1.4769
C -0.5646 -2.3241 1.2717
C -0.6468 -2.8233 2.5498
C -1.7466 -3.7039 2.5593
C -2.2516 -3.6811 1.2928
O -1.5496 -2.8546 0.5102
C -0.8805 -1.0920 -1.2866
C -1.9985 -0.3037 -1.0468
C -3.1261 -0.4466 -1.8334
C -3.1093 -1.3769 -2.8568
F -4.2072 -1.5216 -3.6251
C -2.0026 -2.1653 -3.1166
C -0.8806 -2.0160 -2.3243
H 1.6488 0.8824 1.2526
H 0.4602 3.5376 0.7595
H -0.8713 1.6420 2.1538
H -0.7965 3.2869 2.8065
H 0.0695 1.9025 4.6397
H 1.0541 0.9638 3.5106
H 1.3998 3.8761 4.3154
H 2.6425 2.6263 4.2735
H 2.9560 2.9152 1.9512
H 2.1202 4.4461 2.1789
H 2.2536 -0.2660 -0.5579
H -0.1853 1.0402 -3.4287
H 1.0125 0.2191 -5.7171
H 3.1651 -1.2295 -4.8840
H 0.0070 -2.5784 3.3609
H -2.1105 -4.2745 3.3885
H -3.0794 -4.1926 0.8421
H -1.9804 0.4242 -0.2503
H -4.0056 0.1547 -1.6673
H -2.0277 -2.8766 -3.9265
H -0.0051 -2.6213 -2.5008
```

Summary:
2S+1	1
HOMO level	-8.5898	eV
DFT total energy	-37042.312	eV
lowest unoccupied orbital energy	0.597	eV
SMILES	O=C(NC1CCCC1)[C@H](c1ccco1)N(C(=O)c1ccco1)c1ccc(F)cc1
maximum force	1.30	eV/A

---

No. 9
C25H44O2P2Sn | ωB97M-V/def2-TZVPD

The geometry in XYZ format:
```
74
C25H44O2P2Sn, DFT ωB97M-V/def2-TZVPD
Sn -0.8226 -0.1266 -4.4764
C -0.8600 -2.4556 1.2805
C 0.4429 -2.7338 0.7823
C 0.6396 -1.1686 2.4519
C -0.7374 -1.4924 2.3173
C 1.3670 -1.9390 1.5064
C -2.1228 -3.0749 0.8386
H -1.9653 -3.6933 -0.0517
H -2.8828 -2.3202 0.5925
H -2.5457 -3.7191 1.6251
C -1.8454 -0.9050 3.0905
H -2.6933 -1.5996 3.1375
H -2.2163 0.0323 2.6438
H -1.5236 -0.6767 4.1156
C 1.2100 -0.1857 3.3932
H 0.6784 -0.2161 4.3545
H 1.1411 0.8424 3.0010
H 2.2710 -0.3977 3.5771
C 2.8313 -1.9326 1.3354
H 3.3152 -2.6594 2.0061
H 3.2477 -0.9441 1.5656
H 3.1092 -2.1977 0.3086
C 0.7840 -3.7149 -0.2659
H 0.9882 -4.7075 0.1646
H 1.6800 -3.4023 -0.8148
H -0.0400 -3.8252 -0.9798
C -1.4186 1.2213 -6.1572
C -1.5340 -0.1736 -6.5453
C -0.4187 -0.8411 -7.3302
C 1.0109 -0.4798 -6.8120
C 1.1266 -0.0036 -5.3334
C 1.6243 1.4370 -5.2091
C 0.9368 2.4818 -6.1182
C -0.3984 2.1529 -6.8086
H -0.4743 -0.5769 -8.4033
H 1.4575 0.3021 -7.4501
H -0.5726 -1.9366 -7.2882
H -0.2026 1.8334 -7.8428
H -2.3366 1.7299 -5.8495
H -2.5329 -0.5977 -6.6662
H -0.9160 3.1210 -6.9159
H 0.8201 3.4299 -5.5750
H 2.6729 1.3935 -5.5685
H 1.6630 2.6924 -6.9280
H 1.6262 -1.3851 -6.9537
H 1.7494 -0.7053 -4.7527
P -2.7010 1.6012 -1.7848
C -4.1054 2.6005 -2.2295
C -3.2547 -0.0712 -1.5070
P 2.1655 2.1367 -3.4302
C -1.3778 1.6055 -3.0223
C 3.7954 1.2994 -3.3240
C 2.7654 3.8698 -3.5816
H -4.4613 3.1835 -1.3711
H -4.9066 1.9310 -2.5710
H -3.8270 3.2801 -3.0470
H -2.7415 -0.7596 -2.1931
H -4.3284 -0.0867 -1.7415
H -3.1004 -0.4011 -0.4716
H 2.4908 4.3090 -4.5477
H 3.8552 3.8827 -3.4262
H 2.2925 4.4319 -2.7638
H -0.4137 1.8894 -2.5646
H -1.6210 2.3827 -3.7686
H 4.3521 1.7301 -2.4829
H 4.3322 1.4650 -4.2678
H 3.6335 0.2290 -3.1428
C -0.8280 2.5625 1.5424
C -1.0053 1.8486 0.2484
O -0.2575 0.9964 -0.2075
O -2.1750 2.2453 -0.3920
H -1.6509 3.2644 1.7305
H 0.1317 3.0855 1.5303
H -0.7942 1.8262 2.3584
```

Summary:
2S+1	1
HOMO level (alpha / beta)	-11.8604 / -11.8605	eV
DFT total energy	-55124.767	eV
lowest unoccupied orbital energy (alpha / beta)	-7.982 / -8.004	eV
charge	+2
maximum force	3.18	eV/A

---

No. 10
C4H10N2O2 | ωB97M-V/def2-TZVPD

The geometry in XYZ format:
```
18
C4H10N2O2, DFT ωB97M-V/def2-TZVPD
C -0.0304 -0.8815 -0.2507
C -0.8905 0.1587 0.3659
C -1.8678 0.8372 -0.5565
C 1.4441 -0.1002 -0.0388
N -0.0411 -2.1777 0.4180
N 0.3637 1.2974 0.7956
O 1.7313 0.6421 -1.1785
O 2.3436 -0.7105 0.5411
H 2.6560 0.4237 -1.3855
H -0.1607 -0.9926 -1.3281
H -1.3024 -0.0848 1.3449
H -0.1552 -2.0684 1.4235
H 0.8888 -2.5866 0.3103
H 0.6353 2.0681 0.1849
H 0.7400 1.1880 1.7341
H -1.3692 1.1679 -1.4713
H -2.6493 0.1197 -0.8318
H -2.3364 1.6996 -0.0770
```

Summary:
2S+1	1
HOMO level	-8.5319	eV
DFT total energy	-11383.719	eV
lowest unoccupied orbital energy	0.864	eV
maximum force	3.59	eV/A